One molecule with the formula C5H8O2. Source: the Open Molecules 2025 dataset; level of theory: ωB97M-V/def2-TZVPD.

orbital gap = 10.562 eV
calculated total energy = -9408.77511 eV
SMILES string = CC(=O)C1(O)CC1
ΔE to the lowest compared entry with this formula, charge and spin = 1.057 eV
molar mass = 100.12 g mol⁻¹

Each line ends with the Löwdin charge.
Atoms and positions in Å:
C (1.490675, 0.237315, -1.131904)  0.00
C (1.101774, -0.299324, 0.218797)  -0.36
O (1.920347, -0.719048, 1.018178)  0.09
C (-0.346208, -0.374832, 0.591686)  -0.47
O (-0.577629, -1.260434, 1.633043)  0.03
C (-1.443867, -0.194714, -0.411561)  -0.06
C (-1.146610, 0.911255, 0.560399)  -0.05
H (1.134424, -0.473205, -1.883431)  0.10
H (1.023493, 1.202216, -1.347849)  0.09
H (2.574282, 0.327413, -1.201045)  0.09
H (0.297560, -1.376429, 2.045642)  0.10
H (-2.335445, -0.787823, -0.234959)  0.12
H (-1.194272, -0.049926, -1.459627)  0.10
H (-0.679199, 1.823976, 0.199123)  0.10
H (-1.819322, 1.033555, 1.403509)  0.11

Forces on the atoms, in the same order (eV/Å):
C 0.0 0.1 0.0
C 0.2 -0.1 0.2
O -0.3 0.1 -0.3
C 0.1 0.1 -0.2
O 0.1 0.0 0.2
C -0.1 -0.1 -0.1
C 0.0 0.2 0.1
H 0.1 0.1 0.0
H 0.0 -0.1 0.1
H -0.1 0.0 0.1
H -0.2 0.0 0.0
H 0.2 0.1 0.0
H 0.0 0.0 0.2
H -0.1 -0.2 0.1
H 0.1 0.0 -0.1